*w*
DFT (ωB97M-V/def2-TZVPD) results for a cluster of 2 separate species, C23H27N5O4 in total.

Summary:
SMILES ... CNC(=O)[C@H](Cc1ccc(O)cc1)NC(C)=O.CN(C)C(=O)c1ccc2nccnc2c1
Frontier orbital gap ... 7.84 eV
Spin multiplicity ... 1
HOMO level ... -8.6163 eV
Net charge ... 0

Cartesian coordinates (Å):
C  5.1170  1.7825  -2.5289
N  3.8068  2.1888  -2.0253
C  2.8892  2.8537  -2.7419
O  3.1054  3.1811  -3.9019
C  1.5454  3.1364  -2.0286
C  0.5399  1.9742  -2.1323
C  1.1288  0.6513  -1.6797
C  1.2222  0.3535  -0.3052
C  1.8529  -0.8336  0.1171
C  2.3956  -1.7232  -0.8334
O  3.0243  -2.8559  -0.4255
C  2.2976  -1.4267  -2.2102
C  1.6654  -0.2405  -2.6299
N  0.9029  4.4444  -2.2592
C  0.4645  5.0614  -3.3596
C  0.5308  4.4397  -4.7394
O  -0.0370  6.1690  -3.2415
H  5.6702  2.6579  -2.8753
H  4.9897  1.0957  -3.3677
H  5.6840  1.2849  -1.7408
H  3.5466  1.8833  -1.0998
H  1.8120  3.1662  -0.9721
H  -0.3301  2.2005  -1.5137
H  0.1935  1.8660  -3.1582
H  0.8129  1.0328  0.4305
H  1.9234  -1.0794  1.1684
H  3.3306  -3.3817  -1.1644
H  2.7155  -2.1018  -2.9406
H  1.6132  -0.0019  -3.6844
H  0.7739  5.0141  -1.4387
H  1.5043  4.6587  -5.1733
H  -0.2441  4.8878  -5.3593
H  0.3815  3.3675  -4.6965
C  -2.2068  -4.8327  2.6736
N  -0.8873  -4.2040  2.5783
C  0.2671  -5.0746  2.3396
C  -0.6701  -2.8588  2.8976
O  0.4836  -2.4741  3.0607
C  -1.7535  -1.8678  3.0945
C  -1.6572  -0.9384  4.1462
C  -2.6682  0.0010  4.3723
C  -3.7945  0.0426  3.5519
N  -4.7488  0.9575  3.8137
C  -5.8100  0.9495  2.9827
C  -5.9193  0.0416  1.9078
N  -4.9692  -0.8785  1.6397
C  -3.9025  -0.8753  2.4659
C  -2.8802  -1.8041  2.2487
H  -2.1117  -5.8887  2.9476
H  -2.8201  -4.3543  3.4445
H  -2.7283  -4.7727  1.7130
H  -0.0450  -6.0354  1.9192
H  0.9586  -4.6116  1.6267
H  0.8018  -5.2633  3.2761
H  -0.7870  -0.9533  4.7998
H  -2.5915  0.7099  5.1905
H  -6.6096  1.6650  3.1454
H  -6.7997  0.0866  1.2747
H  -2.9793  -2.4724  1.4004

=====

*x*
DFT (ωB97M-V/def2-TZVPD) results for an isolated molecule of C23H27N5O4.

Summary:
SMILES ... CCOC(=O)C1CCN(C(=O)Cn2nc(C)c3c(C)n(-c4ccccc4)nc3c2=O)CC1
Frontier orbital gap ... 8.76 eV
Spin multiplicity ... 1
HOMO level ... -8.5234 eV
Net charge ... 0

Cartesian coordinates (Å):
C  -1.8406  -4.6817  -2.0220
C  -0.9492  -3.8694  -1.0940
O  -1.6481  -2.7578  -0.5319
C  -2.4427  -3.0107  0.5131
O  -2.5800  -4.1005  1.0036
C  -3.1309  -1.7546  1.0085
C  -2.0984  -0.7076  1.4408
C  -2.8188  0.5631  1.8941
N  -3.6480  1.0707  0.8269
C  -3.4826  2.2052  0.1155
O  -4.2706  2.5522  -0.7424
C  -2.2479  3.0616  0.4229
N  -1.0253  2.3965  0.0061
N  -0.9579  2.1927  -1.3160
C  0.0573  1.6296  -1.8734
C  0.0127  1.4600  -3.3560
C  1.1631  1.2128  -1.0685
C  2.3984  0.6032  -1.2649
C  3.0172  0.0615  -2.5008
N  2.9617  0.5184  -0.0317
C  4.2084  -0.0282  0.3257
C  5.3521  0.2269  -0.4210
C  6.5581  -0.3274  -0.0293
C  6.6293  -1.1200  1.1037
C  5.4915  -1.3483  1.8610
C  4.2807  -0.8042  1.4772
N  2.1879  1.0066  0.9350
C  1.0948  1.4463  0.3344
C  -0.0564  2.0835  0.9439
O  -0.2241  2.3260  2.1278
C  -4.6763  0.1319  0.4257
C  -4.0308  -1.1581  -0.0806
H  -2.2552  -4.0455  -2.8003
H  -1.2596  -5.4757  -2.4821
H  -2.6556  -5.1251  -1.4556
H  -0.5780  -4.5010  -0.2802
H  -0.1093  -3.4296  -1.6364
H  -3.7412  -2.0436  1.8705
H  -1.4442  -0.4794  0.5971
H  -1.4845  -1.0888  2.2577
H  -3.4727  0.3206  2.7413
H  -2.0962  1.3025  2.2320
H  -2.3615  3.9797  -0.1597
H  -2.1572  3.3021  1.4833
H  -0.8831  1.9409  -3.7371
H  0.8916  1.9069  -3.8168
H  -0.0153  0.4028  -3.6169
H  3.5506  0.8412  -3.0464
H  2.2440  -0.3318  -3.1562
H  3.7184  -0.7360  -2.2625
H  5.3091  0.8743  -1.2826
H  7.4473  -0.1296  -0.6088
H  7.5734  -1.5494  1.4025
H  5.5472  -1.9530  2.7532
H  3.3854  -0.9590  2.0581
H  -5.3224  -0.0812  1.2843
H  -5.2679  0.6027  -0.3610
H  -3.4277  -0.9358  -0.9626
H  -4.8079  -1.8709  -0.3609

=====

Stability summary: most stable *x*, least stable *w*.

=====

*w*
DFT (ωB97M-V/def2-TZVPD) results for a structure of composition C4H7N3.

Summary:
Frontier orbital gap ... 9.22 eV
Spin multiplicity ... 1
HOMO level ... -8.5245 eV
Net charge ... 0

Cartesian coordinates (Å):
C  -1.1630  0.7297  -0.3098
C  -1.1491  -0.4680  0.6057
N  0.2051  -0.5828  1.1342
C  1.2300  -0.3389  0.2788
N  2.4308  -0.7371  0.4197
C  0.7334  0.4865  -0.8797
N  1.0638  0.9468  -1.9609
H  -0.2475  0.9242  -1.5601
H  -1.1651  1.6778  0.2324
H  -2.0481  0.7110  -0.9649
H  -1.4499  -1.3687  0.0492
H  -1.8359  -0.3404  1.4455
H  0.3913  -1.2595  1.8530
H  3.0041  -0.3805  -0.3432

=====

*x*
DFT (ωB97M-V/def2-TZVPD) results for an isolated molecule of C4H7N3.

Summary:
SMILES ... CNc1cc[nH]n1
Frontier orbital gap ... 9.00 eV
Spin multiplicity ... 1
HOMO level ... -7.8911 eV
Net charge ... 0

Cartesian coordinates (Å):
C  2.2099  0.1287  0.2836
N  1.2176  0.1389  -0.7674
C  -0.1188  0.0418  -0.4305
C  -0.6864  -0.6252  0.6893
C  -1.9669  -0.5085  0.4705
N  -2.2067  0.2385  -0.6258
N  -1.0441  0.5758  -1.2246
H  2.1887  -0.8349  0.8028
H  3.2016  0.2382  -0.1620
H  2.0719  0.9250  1.0314
H  1.3660  0.8380  -1.4829
H  -0.1920  -1.1307  1.4991
H  -2.9711  -0.4863  1.0159
H  -3.0697  0.4608  -1.0994

=====

*y*
DFT (ωB97M-V/def2-TZVPD) results for an isolated molecule of C4H7N3.

Summary:
SMILES ... [H]/N=C(\C#N)NCC
Frontier orbital gap ... 10.30 eV
Spin multiplicity ... 1
HOMO level ... -9.6700 eV
Net charge ... 0

Cartesian coordinates (Å):
H  -1.5334  1.6563  2.3693
N  -1.1826  0.7025  2.3085
C  -0.6999  0.4846  1.1468
C  -0.6853  1.5728  0.1694
N  -0.7359  2.5181  -0.4951
N  -0.2563  -0.7506  0.7619
C  0.7886  -1.0101  -0.2276
C  0.5388  -0.3613  -1.5804
H  -0.2751  -1.3873  1.5502
H  1.7745  -0.7178  0.1587
H  0.8105  -2.0969  -0.3568
H  0.5359  0.7202  -1.5439
H  -0.4153  -0.6880  -1.9958
H  1.3356  -0.6426  -2.2652

=====

*z*
DFT (ωB97M-V/def2-TZVPD) results for a cluster of 2 separate species, C4H7N3 in total.

Summary:
Frontier orbital gap ... 10.26 eV
Spin multiplicity ... 1
HOMO level ... -9.3235 eV
Net charge ... 0

Cartesian coordinates (Å):
C  2.7423  -0.1370  0.2238
N  1.5275  -0.5119  -0.4895
C  -0.5297  1.3387  -0.5656
C  -1.5164  0.7048  -0.2936
C  -2.7865  0.0432  -0.0030
N  -0.2149  -1.7416  0.4951
N  0.6925  -1.1891  0.0982
H  2.6238  -0.1126  1.3128
H  3.0235  0.8617  -0.1207
H  3.5449  -0.8297  -0.0441
H  0.3363  1.9010  -0.8256
H  -2.9595  -0.8042  -0.6735
H  -2.8191  -0.3293  1.0247
H  -3.5971  0.7644  -0.1415

=====

Stability summary: most stable *y*, least stable *w*.

=====

*w*
DFT (ωB97M-V/def2-TZVPD) results for an isolated molecule of C4H7N3.

Summary:
SMILES ... [H]/N=C1\CCN\C1=N\[H]
Frontier orbital gap ... 9.79 eV
Spin multiplicity ... 1
HOMO level ... -9.1087 eV
Net charge ... 0

Cartesian coordinates (Å):
H  0.2078  1.3345  -2.3871
N  0.9067  0.8477  -1.8217
C  0.3817  0.4778  -0.7322
C  -1.0294  0.6480  -0.2252
C  -1.1681  -0.5239  0.7521
N  0.1906  -0.6632  1.2544
C  1.1322  -0.3194  0.3059
N  2.3604  -0.6489  0.3517
H  2.8424  -0.2467  -0.4514
H  -1.1002  1.6013  0.3119
H  -1.7737  0.6446  -1.0258
H  -1.5056  -1.4204  0.2110
H  -1.8733  -0.3249  1.5624
H  0.4285  -1.4064  1.8940

=====

*x*
DFT (ωB97M-V/def2-TZVPD) results for an isolated molecule of C4H7N3.

Summary:
SMILES ... CCc1n/c1=N\N
Frontier orbital gap (spin up / spin down) ... 8.52 / 8.52 eV
Spin multiplicity ... 1
HOMO level (spin up / spin down) ... -7.7939 / -7.7936 eV
Net charge ... 0

Cartesian coordinates (Å):
C  -1.8955  -0.6474  -0.5858
C  -1.6208  0.6125  0.2220
C  -0.2281  0.9994  0.2479
N  0.6974  1.8614  0.4701
C  1.0434  0.4917  0.1269
N  1.8324  -0.6607  0.1026
N  3.1645  -0.5990  0.3929
H  -1.7635  -0.4944  -1.6558
H  -3.0180  -0.9248  -0.4000
H  -1.2076  -1.3874  -0.2424
H  -1.8982  0.3642  1.3728
H  -2.2966  1.5146  -0.1090
H  3.4349  0.2470  -0.0690
H  3.7558  -1.3768  0.1270

=====

Stability summary: most stable *w*, least stable *x*.

=====

*w*
DFT (ωB97M-V/def2-TZVPD) results for an isolated molecule of C4H7N3.

Summary:
SMILES ... C1=NC[C@@H]2CN2N1
Frontier orbital gap ... 9.11 eV
Spin multiplicity ... 1
HOMO level ... -8.1499 eV
Net charge ... 0

Cartesian coordinates (Å):
C  1.5078  0.6785  -0.3091
N  1.5808  0.2493  0.9050
C  0.3246  -0.3699  1.4110
C  -0.7316  -0.0796  0.5655
C  -1.6271  -0.6209  -0.6100
N  -0.2169  -0.3992  -0.7231
N  0.4375  0.6419  -1.0769
H  2.2205  1.3657  -0.5701
H  0.3715  0.0803  2.3341
H  0.5668  -1.4160  1.3616
H  -0.8009  0.9634  0.4598
H  -2.3600  0.0055  -1.0330
H  -1.8445  -1.7157  -0.6386
H  0.5714  0.6166  -2.0762

=====

*x*
DFT (ωB97M-V/def2-TZVPD) results for an isolated molecule of C4H7N3.

Summary:
SMILES ... CCc1c[nH]nn1
Frontier orbital gap ... 10.37 eV
Spin multiplicity ... 1
HOMO level ... -9.5062 eV
Net charge ... 0

Cartesian coordinates (Å):
C  1.8579  -0.9164  -0.4043
C  0.8487  0.1464  -0.8459
C  -0.2966  0.3158  0.1070
C  -1.6504  0.2989  -0.1172
N  -2.1846  0.5706  1.0972
N  -1.2369  0.7427  2.0214
N  -0.0961  0.5898  1.4300
H  2.7801  -0.8432  -0.9906
H  2.1125  -0.7815  0.6508
H  1.4507  -1.9245  -0.5328
H  1.3601  1.1122  -0.9392
H  0.4535  -0.0946  -1.8397
H  -2.2458  0.1291  -1.0021
H  -3.1533  0.6547  1.3655

=====

Stability summary: most stable *x*, least stable *w*.

=====

*w*
DFT (ωB97M-V/def2-TZVPD) results for an isolated molecule of C2H4NOP.

Summary:
Frontier orbital gap (spin up / spin down) ... 7.74 / 7.33 eV
Spin multiplicity ... 1
HOMO level (spin up / spin down) ... -7.7425 / -7.2463 eV
Net charge ... 0

Cartesian coordinates (Å):
C  1.0936  0.2440  -0.0275
C  1.8389  0.0983  1.0647
N  -0.2110  0.1635  -0.2753
O  -2.5426  -0.1706  -1.0716
P  -1.3485  -1.0229  -0.2668
H  1.5915  0.1321  2.0934
H  3.0022  0.0608  1.0263
H  -0.4071  1.0451  -0.7636
H  -3.0169  -0.5503  -1.7796

=====

*x*
DFT (ωB97M-V/def2-TZVPD) results for an isolated molecule of C2H4NOP.

Summary:
SMILES ... C1COP=N1
Frontier orbital gap ... 9.70 eV
Spin multiplicity ... 1
HOMO level ... -9.4691 eV
Net charge ... 0

Cartesian coordinates (Å):
C  -0.0533  -0.1958  0.9356
C  -0.0072  -0.5994  -0.8783
O  -0.2045  0.7431  -1.3636
P  0.0458  1.9969  -0.3580
N  0.0023  1.1970  0.9948
H  -0.8889  -0.5683  1.3057
H  0.9314  -0.4374  1.4138
H  1.0648  -1.0123  -0.9218
H  -0.8903  -1.1238  -1.1282

=====

*y*
DFT (ωB97M-V/def2-TZVPD) results for a structure of composition C2H4NOP.

Summary:
Frontier orbital gap ... 10.20 eV
Spin multiplicity ... 1
HOMO level ... -9.5670 eV
Net charge ... 0

Cartesian coordinates (Å):
C  0.8603  0.4480  -0.1988
C  1.8724  -0.3673  0.0189
N  -0.1479  1.1625  -0.3394
O  -1.3927  -1.2287  -0.3039
P  -1.5345  0.1790  -0.0367
H  2.2244  -1.1356  -0.6934
H  2.4518  -0.4379  0.9206
H  -2.5553  0.8896  -0.6740
H  -1.7786  0.4905  1.3067

=====

Stability summary: most stable *y*, least stable *w*.

=====

*w*
DFT (ωB97M-V/def2-TZVPD) results for an isolated molecule of C3H3N5O.

Summary:
SMILES ... [H]/N=c1\cnnnc(O)n1
Frontier orbital gap ... 9.21 eV
Spin multiplicity ... 1
HOMO level ... -9.8125 eV
Net charge ... 0

Cartesian coordinates (Å):
H  -1.3161  2.2928  -1.0330
N  -0.7912  1.4846  -1.4402
C  -0.0215  1.0013  -0.6019
C  -0.2547  1.3263  0.8806
N  -0.7495  0.2675  1.5010
N  -1.2701  -0.7525  0.7556
N  -0.5759  -1.5269  0.0868
C  0.7222  -1.1063  -0.3795
O  1.5952  -2.1275  -0.5257
N  0.9566  0.0610  -0.8144
H  0.3230  2.0540  1.4910
H  1.3819  -2.9743  0.0798

=====

*x*
DFT (ωB97M-V/def2-TZVPD) results for an isolated molecule of C3H3N5O.

Summary:
SMILES ... On1ncn2cnnc12
Frontier orbital gap ... 9.68 eV
Spin multiplicity ... 1
HOMO level ... -9.4918 eV
Net charge ... 0

Cartesian coordinates (Å):
O  -2.2013  1.0501  0.9456
N  -1.4524  0.1006  0.0960
N  -1.2747  -1.1756  0.6093
C  -0.0292  -1.4370  0.4811
N  0.6444  -0.4616  -0.0443
C  1.8930  -0.0839  -0.5630
N  1.8037  1.0975  -0.8821
N  0.4761  1.6430  -0.6959
C  -0.1354  0.6335  -0.1942
H  -2.6352  1.7260  0.0883
H  0.3611  -2.3125  1.0912
H  2.5500  -0.7803  -0.9319

=====

Stability summary: most stable *w*, least stable *x*.

=====

*w*
DFT (ωB97M-V/def2-TZVPD) results for an isolated molecule of C4H10N2OS.

Summary:
SMILES ... NC[C@@H](CS)NC=O
Frontier orbital gap ... 9.82 eV
Spin multiplicity ... 1
HOMO level ... -9.0945 eV
Net charge ... 0

Cartesian coordinates (Å):
N  -0.3287  0.7025  2.3811
C  0.2508  -0.2398  1.3695
C  -0.3696  -0.0218  -0.1751
C  0.5679  0.9002  -0.9924
S  0.4294  2.6714  -0.5996
N  -0.6657  -1.0954  -1.1340
C  0.0832  -2.3118  -1.4231
O  1.2000  -2.4443  -0.9753
H  0.0637  1.6061  2.2067
H  -1.2491  0.7654  2.5164
H  -0.0327  -1.2954  1.6339
H  1.4725  -0.0463  1.3192
H  -1.2297  0.5840  -0.0048
H  1.5181  0.6975  -0.6957
H  0.4250  0.8138  -2.0767
H  -0.3425  2.6908  0.4533
H  -1.6252  -1.1215  -1.4745
H  -0.1675  -2.8556  -2.3290

=====

*x*
DFT (ωB97M-V/def2-TZVPD) results for a cluster of 2 separate species, C4H10N2OS in total.

Summary:
Frontier orbital gap ... 9.33 eV
Spin multiplicity ... 1
HOMO level ... -8.6277 eV
Net charge ... 0

Cartesian coordinates (Å):
C  1.0234  0.0987  0.2036
C  1.7455  -0.9976  0.4909
C  1.4769  1.2217  -0.5571
C  2.3861  -2.1117  0.8110
N  -2.1962  0.1398  1.2562
N  -1.7000  -0.6589  -1.0483
O  -2.0390  1.8116  -0.6864
S  -2.7261  0.3875  -0.1123
H  -0.0139  0.2022  0.7736
H  0.8693  1.4209  -1.5772
H  1.2554  2.1266  0.0450
H  2.5106  1.3004  -0.7654
H  2.4324  -3.0414  0.2580
H  3.0168  -2.0683  1.5859
H  -1.8273  2.3023  0.1304
H  -2.9955  0.0021  1.9385
H  -1.5619  -0.5403  -2.1090
H  -1.6564  -1.5956  -0.6377

=====

*y*
DFT (ωB97M-V/def2-TZVPD) results for an isolated molecule of C4H10N2OS.

Summary:
SMILES ... NC(=O)[C@H](N)CCS
Frontier orbital gap ... 9.72 eV
Spin multiplicity ... 1
HOMO level ... -8.8864 eV
Net charge ... 0

Cartesian coordinates (Å):
N  1.1607  0.9588  -2.7838
C  0.9555  -0.0028  -1.8357
O  1.0314  -1.1946  -2.0756
C  0.5711  0.4920  -0.4492
N  1.5637  0.0128  0.4647
C  -0.8948  0.0018  -0.1911
C  -1.4621  0.5453  1.1156
S  -1.1751  -0.4638  2.6090
H  1.6138  0.7523  -3.6544
H  1.2270  1.8991  -2.4260
H  0.4844  1.5815  -0.4168
H  1.8412  -0.9167  0.1924
H  1.2599  -0.0002  1.4291
H  -1.4704  0.3911  -1.0395
H  -0.8658  -1.0844  -0.2985
H  -2.5275  0.6932  1.0440
H  -0.9495  1.4660  1.3687
H  -1.7593  -1.6005  2.2080

=====

Stability summary: most stable *y*, least stable *x*.

=====

*w*
DFT (ωB97M-V/def2-TZVPD) results for a structure of composition C2H2Br6.

Summary:
Frontier orbital gap ... 9.77 eV
Spin multiplicity ... 1
HOMO level ... -10.3291 eV
Net charge ... 0

Cartesian coordinates (Å):
C  5.9364  6.8384  -21.2056
Br  5.1010  5.4050  -20.1334
Br  5.1279  8.6249  -20.8607
Br  5.9195  6.7066  -23.1604
H  6.9838  6.9253  -20.9167
C  3.2793  13.9977  -18.3904
Br  2.4634  14.6163  -20.0778
Br  2.3744  14.6240  -16.7938
Br  5.3043  14.2181  -18.3736
H  3.1732  12.9161  -18.4744

=====

*x*
DFT (ωB97M-V/def2-TZVPD) results for a structure of composition C2H2Br6.

Summary:
Frontier orbital gap ... 9.99 eV
Spin multiplicity ... 1
HOMO level ... -10.0455 eV
Net charge ... 0

Cartesian coordinates (Å):
C  -0.8507  -1.1457  1.6158
Br  -1.3205  -2.7626  2.5397
Br  1.0231  -1.0087  1.3907
Br  -1.5298  0.4014  2.4998
H  -1.3164  -1.2383  0.6477
C  0.8031  1.2526  -1.8364
Br  2.1932  -0.0428  -2.1129
Br  1.0019  2.1672  -0.1597
Br  -0.9234  0.4188  -1.9432
H  0.9195  1.9581  -2.6415

=====

Stability summary: most stable *x*, least stable *w*.